1.
Formula: C5H27N2O6
Source: the Open Molecules 2025 dataset
Level of theory: ωB97M-V/def2-TZVPD

ORCA input file:
```
! wB97M-V def2-TZVPD RIJCOSX def2/J DEFGRID3
* xyz 2 2
C -2.61 -0.11 -1.04
N -3.08 0.32 0.27
C -2.99 -0.61 1.38
C -1.20 0.51 -1.48
N -0.76 1.66 -0.58
C -1.08 3.04 -1.08
C -0.16 -0.59 -1.34
H -3.39 0.32 -1.69
H -2.48 -1.18 -1.07
H -3.92 0.90 0.29
H -2.68 -1.57 1.04
H -2.22 -0.23 2.07
H -3.90 -0.56 1.99
H -1.30 0.83 -2.51
H 0.26 1.62 -0.40
H -1.40 1.58 0.21
H -0.29 3.29 -1.79
H -1.98 3.25 -1.65
H -0.95 3.70 -0.24
H 0.81 -0.15 -1.11
H -0.36 -1.37 -0.60
H -0.01 -1.11 -2.29
H 2.93 -2.51 -2.17
H 2.80 -3.24 -0.85
O 2.37 -2.56 -1.39
H 0.37 -4.40 0.18
H -1.17 -4.06 0.42
O -0.27 -3.77 0.55
H 1.85 3.25 0.61
H 1.88 1.88 1.23
O 1.68 2.32 0.37
H 2.02 0.79 3.65
H 1.98 0.27 2.28
O 2.16 1.11 2.75
H 2.49 -1.28 0.46
H 1.38 -1.98 1.39
O 1.83 -1.16 1.15
H 4.23 0.84 0.96
H 3.27 0.72 -0.25
O 3.90 0.24 0.28
*
```

Energy relative to the best compared isomer or geometry (same formula, charge and spin) = 12.64 kcal/mol

2.
Formula: C8H16N4O
Source: the Open Molecules 2025 dataset
Level of theory: ωB97M-V/def2-TZVPD

ORCA input file:
```
! wB97M-V def2-TZVPD RIJCOSX def2/J DEFGRID3
* xyz 0 1
C -1.10 1.56 -0.23
C -3.45 -0.15 0.43
C -2.57 -0.25 -0.75
C 0.06 0.76 -0.68
C 3.48 -0.25 0.69
C -1.06 -2.10 -0.01
C 1.07 0.33 0.41
C 2.35 -0.39 -0.32
N -1.56 2.69 -0.02
N -0.40 -0.42 -1.52
N -1.46 -1.05 -0.92
N -4.26 0.96 0.40
O -3.43 -0.89 1.45
H -2.93 0.10 -1.63
H 0.54 1.37 -1.47
H 4.39 -0.83 0.36
H 3.08 -0.62 1.65
H 3.90 0.78 0.64
H 0.04 -2.38 -0.22
H -1.16 -1.68 1.02
H -1.69 -2.91 -0.09
H 1.28 1.33 0.87
H 0.54 -0.25 1.19
H 2.03 -1.49 -0.51
H 2.40 0.05 -1.31
H -0.88 3.51 0.19
H -0.60 -0.07 -2.53
H -4.15 1.66 -0.34
H -5.18 0.89 0.86
*
```

Energy relative to the best compared isomer or geometry (same formula, charge and spin) = 100.77 kcal/mol

3.
Formula: C39H24F4I2N7RuS3
Source: the Open Molecules 2025 dataset
Level of theory: ωB97M-V/def2-TZVPD

ORCA input file:
```
! wB97M-V def2-TZVPD RIJCOSX def2/J DEFGRID3
* xyz 2 2
Ru -0.07 -0.15 0.02
S 1.75 -3.54 2.27
C 2.34 -3.69 0.69
C 1.95 -2.67 -0.12
C 1.15 -1.71 0.56
C 0.96 -2.08 1.88
C 0.30 -1.14 2.75
C 0.10 -1.10 4.12
C -0.34 0.09 4.70
C -0.48 1.25 3.94
C -0.27 1.13 2.59
N -0.05 -0.05 2.02
H 2.97 -4.53 0.43
H 2.25 -2.60 -1.16
H 0.33 -1.96 4.73
H -0.51 0.13 5.77
H -0.70 2.21 4.40
H -0.08 3.12 1.93
S -2.14 1.05 -0.51
C -1.95 1.47 -2.13
N -2.55 2.48 -2.67
C -2.34 2.77 -4.10
C -2.32 1.48 -4.86
N -1.29 0.59 -4.29
C -0.72 -0.41 -5.24
C 0.15 0.22 -6.29
C -0.37 0.56 -7.53
C 0.43 1.14 -8.50
C 1.77 1.38 -8.24
C 2.30 1.03 -7.00
C 1.50 0.46 -6.03
C -1.08 0.57 -3.02
S 0.08 -0.43 -2.33
C -3.31 3.53 -1.94
C -4.74 3.58 -2.42
C -5.62 2.56 -2.08
C -6.94 2.61 -2.50
C -7.39 3.69 -3.25
C -6.52 4.71 -3.59
C -5.20 4.66 -3.17
H -1.42 3.33 -4.23
H -3.17 3.37 -4.45
H -2.07 1.67 -5.90
H -3.29 0.99 -4.81
H -1.58 -0.90 -5.71
H -0.18 -1.14 -4.66
H -1.42 0.33 -7.76
H 0.01 1.38 -9.47
H 2.40 1.82 -9.00
H 3.36 1.21 -6.81
H 1.92 0.17 -5.07
H -2.80 4.48 -2.12
H -3.27 3.32 -0.88
H -5.27 1.72 -1.48
H -7.63 1.81 -2.23
H -8.43 3.73 -3.57
H -6.88 5.55 -4.17
H -4.51 5.47 -3.42
I -2.10 -2.49 0.05
I -1.10 -4.18 -1.74
F 0.67 4.14 -2.96
C 1.70 3.33 -2.74
C 2.62 3.18 -3.71
F 2.47 3.87 -4.81
C 3.69 2.25 -3.59
C 3.75 1.52 -2.36
C 2.83 1.68 -1.39
F 3.00 1.03 -0.28
C 1.74 2.60 -1.52
C 0.79 2.79 -0.51
C 0.38 1.77 0.45
N -0.07 2.15 1.64
C 0.05 4.02 -0.46
N -0.61 4.97 -0.41
F 4.74 0.69 -2.13
C 4.61 2.03 -4.63
C 5.56 0.97 -4.62
N 6.30 0.08 -4.67
C 4.62 2.83 -5.82
N 4.63 3.43 -6.81
*
```

Total energy = -113405.55367 eV

4.
Formula: C3H4N
Source: the Open Molecules 2025 dataset
Level of theory: ωB97M-V/def2-TZVPD

ORCA input file:
```
! wB97M-V def2-TZVPD RIJCOSX def2/J DEFGRID3
* xyz 1 1
C -1.16 -0.50 -0.05
C -1.52 0.60 -0.67
C 0.89 0.72 0.06
N 0.30 -0.41 -0.01
H -1.57 -1.35 0.51
H 0.26 1.48 0.54
H 2.08 0.73 -0.02
H 0.73 -1.28 -0.36
*
```

Energy relative to the best compared isomer or geometry (same formula, charge and spin) = 74.38 kcal/mol

5.
Formula: C3H7I
Source: the Open Molecules 2025 dataset
Level of theory: ωB97M-V/def2-TZVPD

ORCA input file:
```
! wB97M-V def2-TZVPD RIJCOSX def2/J DEFGRID3
* xyz 0 1
C -0.47 0.88 -0.28
C 0.68 0.08 0.34
C 0.32 -1.42 0.31
I 1.94 -2.94 0.09
H -0.42 0.90 -1.37
H -1.37 0.50 0.18
H -0.31 1.94 0.00
H 0.70 0.21 1.35
H 1.73 0.39 -0.09
H -0.15 -1.87 -0.62
H -0.36 -1.68 1.20
*
```

SMILES = CCCI
Energy relative to the best compared isomer or geometry (same formula, charge and spin) = 6.65 kcal/mol

6.
Formula: C2H8OS
Source: the Open Molecules 2025 dataset
Level of theory: ωB97M-V/def2-TZVPD

ORCA input file:
```
! wB97M-V def2-TZVPD RIJCOSX def2/J DEFGRID3
* xyz 0 1
C -0.75 -0.05 1.04
C -0.71 -1.48 0.53
O -2.04 -1.93 0.13
H -0.83 0.65 0.20
H 0.27 0.09 1.45
H -1.45 0.14 1.84
H -0.06 -1.41 -0.37
H -0.16 -2.25 1.06
H -1.84 -2.21 -0.77
S 2.93 2.42 -1.40
H 2.69 3.76 -1.28
H 1.97 2.26 -2.43
*
```

SMILES = CCO.S
Energy relative to the best compared isomer or geometry (same formula, charge and spin) = 22.18 kcal/mol

7.
Formula: C6H13NO4
Source: the Open Molecules 2025 dataset
Level of theory: ωB97M-V/def2-TZVPD

ORCA input file:
```
! wB97M-V def2-TZVPD RIJCOSX def2/J DEFGRID3
* xyz 0 1
O -2.87 0.76 -0.48
C -2.04 -0.24 -1.06
C -1.22 -0.63 0.28
N -0.96 0.41 1.16
C 0.00 1.46 0.75
C 1.35 0.77 0.37
O 2.16 1.71 -0.36
C 1.03 -0.34 -0.61
O 2.16 -0.97 -1.00
C 0.10 -1.35 -0.06
O 0.47 -1.95 1.13
H -3.62 0.93 -1.00
H -2.65 -1.11 -1.43
H -1.39 0.16 -1.97
H -1.82 -1.38 0.89
H -1.85 0.89 1.38
H -0.36 2.16 -0.17
H 0.11 2.18 1.61
H 1.87 0.31 1.31
H 2.11 2.49 0.24
H 0.59 0.15 -1.50
H 3.00 -0.50 -0.99
H -0.09 -2.21 -0.74
H 0.23 -1.35 1.82
*
```

SMILES = OC[C@@H]1NC[C@H](O)[C@@H](O)[C@H]1O
Energy relative to the best compared isomer or geometry (same formula, charge and spin) = 40.48 kcal/mol

8.
Formula: C3H16NO4
Source: the Open Molecules 2025 dataset
Level of theory: ωB97M-V/def2-TZVPD

ORCA input file:
```
! wB97M-V def2-TZVPD RIJCOSX def2/J DEFGRID3
* xyz 0 2
C -0.49 -0.83 0.57
C -0.21 0.65 0.90
C -1.34 1.33 1.56
O -0.87 1.67 2.88
N 0.93 -1.32 0.40
H -1.12 -0.82 -0.43
H -1.17 -1.47 1.19
H 0.78 0.68 1.52
H 0.06 1.30 0.03
H -1.77 2.25 1.04
H -2.18 0.56 1.66
H -1.64 2.28 3.35
H 1.46 -0.87 -0.43
H 0.79 -2.36 0.32
H 1.65 -1.40 1.25
H 1.52 1.37 -4.16
H 1.68 -0.04 -3.66
O 1.23 0.79 -3.45
H 3.98 -0.80 -0.78
H 4.05 -2.47 -0.81
O 3.49 -1.58 -0.70
H -4.20 0.39 -0.18
H -3.29 0.57 -1.44
O -3.33 0.11 -0.62
*
```

Energy relative to the best compared isomer or geometry (same formula, charge and spin) = 81.35 kcal/mol

9.
Formula: C4H9NO
Source: the Open Molecules 2025 dataset
Level of theory: ωB97M-V/def2-TZVPD

ORCA input file:
```
! wB97M-V def2-TZVPD RIJCOSX def2/J DEFGRID3
* xyz 0 1
C -0.98 0.29 0.47
C 0.45 -0.23 1.07
C 1.11 0.72 0.08
N 0.68 0.24 -1.25
C -0.18 1.16 -0.47
H -1.75 -0.30 -0.05
H -1.46 0.81 1.29
H 0.53 0.08 2.11
H 0.87 -1.25 0.99
H 2.03 1.28 0.21
H 1.17 0.77 -1.96
H -0.46 2.12 -0.89
O -0.94 -2.21 -0.67
H -0.76 -1.95 0.23
H -0.37 -1.57 -1.14
*
```

SMILES = C1C[C@H]2N[C@@H]12.O
Energy relative to the best compared isomer or geometry (same formula, charge and spin) = 73.17 kcal/mol

10.
Formula: C4H39NO15
Source: the Open Molecules 2025 dataset
Level of theory: ωB97M-V/def2-TZVPD

ORCA input file:
```
! wB97M-V def2-TZVPD RIJCOSX def2/J DEFGRID3
* xyz 0 1
C -2.63 -1.45 -2.99
C -1.93 -0.45 -2.45
N -0.95 -0.77 -1.46
C -0.09 0.34 -0.97
C 1.33 -0.27 -1.13
H -3.41 -1.24 -3.72
H -2.55 -2.52 -2.83
H -2.02 0.61 -2.60
H -0.49 -1.63 -1.71
H -0.18 1.26 -1.55
H -0.38 0.48 0.06
H 1.42 -0.62 -2.15
H 2.07 0.50 -0.95
H 1.33 -1.07 -0.40
H 0.42 -2.93 0.51
H 1.83 -3.33 0.64
O 1.02 -3.33 1.17
H -2.06 -3.73 -0.26
H -0.98 -4.63 -0.83
O -1.19 -3.69 -0.71
H -0.42 1.27 3.23
H -0.71 0.32 2.02
O -1.04 1.09 2.49
H -3.86 1.40 -1.33
H -2.71 2.32 -1.71
O -3.70 2.31 -1.63
H -0.13 -3.45 -3.34
H -0.02 -2.22 -4.17
O 0.37 -2.62 -3.38
H 3.01 3.80 -0.63
H 3.46 2.47 -1.01
O 3.47 3.38 -1.37
H 3.25 -2.56 -1.87
H 1.77 -2.87 -1.77
O 2.62 -3.07 -1.35
H -1.15 4.02 -2.01
H -0.79 3.02 -1.00
O -1.09 3.06 -1.94
H 4.22 -0.80 1.39
H 2.88 -0.25 1.96
O 3.71 0.00 1.55
H -2.70 3.08 3.05
H -2.70 1.72 3.78
O -2.90 2.65 3.89
H 1.06 -2.01 3.71
H 1.32 -1.96 2.19
O 1.22 -1.39 2.99
H -3.23 -1.84 -0.25
H -2.41 -1.98 0.96
O -3.14 -2.42 0.52
H 2.02 3.78 2.22
H 2.75 2.88 1.13
O 2.01 3.45 1.32
H 0.27 3.16 0.91
H -0.86 2.25 1.31
O -0.70 3.06 0.80
H 1.84 1.85 3.79
H 1.29 0.33 3.78
O 1.16 1.25 4.10
*
```

Energy relative to the best compared isomer or geometry (same formula, charge and spin) = 67.59 kcal/mol

11.
Formula: C14H26BF6O12SZr
Source: the Open Molecules 2025 dataset
Level of theory: ωB97M-V/def2-TZVPD

ORCA input file:
```
! wB97M-V def2-TZVPD RIJCOSX def2/J DEFGRID3
* xyz 0 2
Zr 1.34 2.64 1.07
B 1.57 0.47 1.15
H 2.39 0.97 0.65
H 1.44 0.95 2.10
H 0.62 0.61 0.66
H 1.79 -0.58 1.33
O 2.64 3.36 -0.51
C 4.04 3.24 -0.28
C 4.44 2.70 1.15
O 3.45 2.78 2.22
H 4.40 4.26 -0.30
H 4.52 2.79 -1.15
H 5.47 3.03 1.27
H 4.59 1.63 0.99
O -0.73 3.06 1.57
C -1.15 3.32 2.94
C -0.17 2.52 4.04
O 1.23 2.72 3.88
H -2.18 3.02 3.16
H -0.81 4.36 3.03
H -0.32 1.44 4.02
H -0.57 2.83 5.00
C 0.87 1.60 -4.39
C 0.38 2.81 -3.61
O -0.82 2.38 -3.03
C -0.97 2.15 -1.71
O -0.08 2.02 -0.89
C -2.40 1.73 -1.45
F -3.15 1.77 -2.56
F -2.56 0.50 -0.93
F -3.05 2.56 -0.59
H 0.22 1.17 -5.14
H 1.11 0.76 -3.74
H 1.79 1.83 -4.93
H 0.08 3.58 -4.32
H 1.10 3.16 -2.88
C -5.11 -3.34 -0.02
C -4.70 -1.88 0.21
O -3.31 -1.89 0.44
C -2.83 -2.30 1.69
O -3.47 -2.83 2.64
C -1.35 -1.92 1.80
F -1.08 -0.94 0.94
F -1.11 -1.52 3.13
F -0.53 -2.93 1.51
H -5.17 -3.67 1.01
H -4.36 -3.83 -0.64
H -6.11 -3.33 -0.46
H -5.24 -1.31 0.96
H -4.87 -1.28 -0.69
C 0.85 -3.52 -0.79
C 1.77 -3.78 -2.03
O 2.49 -4.98 -1.72
S 2.38 -5.42 -0.12
O 3.37 -4.80 0.69
O 2.16 -6.92 0.05
O 0.94 -4.65 0.06
H -0.17 -3.36 -1.11
H 1.25 -2.76 -0.13
H 2.45 -2.96 -2.26
H 1.25 -4.04 -2.95
*
```

Energy relative to the best compared isomer or geometry (same formula, charge and spin) = 0.00 kcal/mol

12.
Formula: H5NSSi
Source: the Open Molecules 2025 dataset
Level of theory: ωB97M-V/def2-TZVPD

ORCA input file:
```
! wB97M-V def2-TZVPD RIJCOSX def2/J DEFGRID3
* xyz 0 1
N -1.50 0.32 -0.59
S -0.67 -0.21 0.89
Si 1.46 -0.10 0.30
H -1.74 -0.46 -1.10
H -2.37 0.90 -0.42
H 1.48 -1.48 -0.06
H 1.46 0.82 -0.76
H 1.87 0.21 1.74
*
```

SMILES = NS[SiH3]
Energy relative to the best compared isomer or geometry (same formula, charge and spin) = 0.51 kcal/mol

Which formula does entry 5 have? C3H7I

Please write out number 2 again, unchanged.
Formula: C8H16N4O
Source: the Open Molecules 2025 dataset
Level of theory: ωB97M-V/def2-TZVPD

ORCA input file:
```
! wB97M-V def2-TZVPD RIJCOSX def2/J DEFGRID3
* xyz 0 1
C -1.10 1.56 -0.23
C -3.45 -0.15 0.43
C -2.57 -0.25 -0.75
C 0.06 0.76 -0.68
C 3.48 -0.25 0.69
C -1.06 -2.10 -0.01
C 1.07 0.33 0.41
C 2.35 -0.39 -0.32
N -1.56 2.69 -0.02
N -0.40 -0.42 -1.52
N -1.46 -1.05 -0.92
N -4.26 0.96 0.40
O -3.43 -0.89 1.45
H -2.93 0.10 -1.63
H 0.54 1.37 -1.47
H 4.39 -0.83 0.36
H 3.08 -0.62 1.65
H 3.90 0.78 0.64
H 0.04 -2.38 -0.22
H -1.16 -1.68 1.02
H -1.69 -2.91 -0.09
H 1.28 1.33 0.87
H 0.54 -0.25 1.19
H 2.03 -1.49 -0.51
H 2.40 0.05 -1.31
H -0.88 3.51 0.19
H -0.60 -0.07 -2.53
H -4.15 1.66 -0.34
H -5.18 0.89 0.86
*
```

Energy relative to the best compared isomer or geometry (same formula, charge and spin) = 100.77 kcal/mol